Entry 1:
{
  "formula": "C41H42N12O2STi",
  "method": "ωB97M-V/def2-TZVPD",
  "elements": ["Ti", "N", "C", "C", "C", "C", "C", "C", "S", "N", "C", "C", "C", "C", "C", "C", "N", "H", "H", "H", "H", "H", "H", "H", "H", "H", "C", "N", "C", "C", "N", "N", "C", "N", "N", "H", "H", "H", "H", "H", "H", "H", "H", "H", "H", "H", "C", "C", "N", "C", "C", "C", "C", "C", "C", "C", "C", "N", "C", "N", "H", "H", "H", "H", "H", "H", "H", "H", "H", "C", "O", "C", "C", "C", "C", "C", "C", "N", "C", "C", "C", "C", "C", "C", "C", "O", "H", "H", "H", "H", "H", "H", "H", "H", "H", "H", "H", "H", "H"],
  "positions_angstrom": [[0.41942, -1.31259, -0.52684], [-3.87664, -1.40085, -0.83050], [-4.62424, -0.66253, 0.10269], [-5.92877, -1.03695, 0.47836], [-6.36944, -0.62616, 1.75903], [-5.76302, 0.40925, 2.43810], [-4.54567, 0.92782, 1.94186], [-3.94756, 0.39506, 0.79469], [-2.29775, 0.56424, 0.71644], [-1.76514, -0.97939, 0.15844], [-2.55004, -1.68039, -0.68072], [-1.90955, -2.62805, -1.57396], [-2.61537, -3.09433, -2.70795], [-2.06800, -4.13892, -3.41966], [-0.77948, -4.65789, -3.03840], [-0.16828, -4.09795, -1.92183], [-0.70926, -3.11591, -1.19264], [-4.40545, -1.99986, -1.46937], [-6.58684, -1.66750, -0.17084], [-7.22872, -1.12611, 2.23184], [-6.20583, 1.04408, 3.22158], [-4.13149, 1.80487, 2.52852], [-3.55633, -2.63676, -3.04313], [-2.56665, -4.49492, -4.29594], [-0.35125, -5.42119, -3.67659], [0.83630, -4.39538, -1.63981], [5.30781, -0.70513, -2.71658], [4.13393, -1.53803, -2.50857], [3.87814, -2.65533, -3.44203], [3.24025, -1.21478, -1.53997], [2.14245, -1.92734, -1.34130], [3.58696, -0.17632, -0.69806], [2.81481, 0.47199, 0.19577], [3.50456, 1.44329, 0.86053], [1.59207, 0.14484, 0.42351], [5.81675, -1.11103, -3.63789], [5.99956, -0.65985, -1.83655], [5.08459, 0.30886, -3.11782], [4.85796, -3.04737, -3.72332], [3.34795, -2.24438, -4.30247], [3.33028, -3.39616, -2.83720], [2.04112, -2.64091, -2.05929], [4.39989, 0.35769, -1.06983], [4.45455, 1.68949, 0.67950], [3.15154, 1.82513, 1.73295], [1.13107, 0.72679, 1.10576], [1.31303, -4.60586, 2.38875], [1.26493, -3.78691, 1.24461], [0.68441, -2.57250, 1.32525], [0.13523, -2.14735, 2.46427], [-0.20707, -3.05561, 3.47617], [0.50671, -4.25492, 3.49389], [-1.20600, -2.82446, 4.51023], [-1.57474, -1.60019, 4.99441], [-0.93005, -0.35065, 4.85785], [-1.54574, 0.85800, 5.20816], [-0.78957, 1.99430, 5.20437], [0.54344, 1.96054, 5.04520], [0.99743, 0.84159, 4.52811], [0.40238, -0.33402, 4.53998], [1.78421, -5.58106, 2.38453], [1.81596, -4.04844, 0.36982], [-0.15396, -1.12812, 2.48306], [0.35741, -4.95187, 4.29679], [-1.61617, -3.71434, 4.92839], [-2.54961, -1.50231, 5.46832], [-2.56649, 0.82751, 5.50292], [-1.19202, 2.95279, 5.52740], [1.97714, 0.91195, 4.01476], [-0.32205, 3.72784, 2.33122], [0.16472, 3.48271, 0.97028], [1.10549, 4.33775, 0.45908], [2.17882, 4.83619, 1.15314], [3.16141, 5.71144, 0.59323], [2.92069, 6.05198, -0.73000], [1.95489, 5.40398, -1.54704], [1.03383, 4.57520, -0.97923], [0.05059, 3.99159, -1.77339], [-0.14489, 2.64087, -1.83047], [-0.39752, 1.92885, -3.01700], [-0.86550, 2.48328, -4.24635], [-1.31969, 1.67230, -5.30039], [-1.17367, 0.30521, -5.28003], [-0.66375, -0.30008, -4.15571], [-0.23054, 0.47549, -3.03703], [0.12237, -0.18323, -1.92206], [-0.70380, 2.78202, 2.66238], [-1.11792, 4.50116, 2.29175], [0.41388, 4.04138, 3.12207], [2.23465, 4.63202, 2.22414], [4.03753, 6.08612, 1.12279], [3.45122, 6.86395, -1.15568], [1.81301, 5.74692, -2.57521], [-0.51158, 4.68188, -2.28564], [-0.05639, 2.00370, -0.96363], [-0.89735, 3.55799, -4.48243], [-1.68657, 2.16939, -6.23313], [-1.40307, -0.35419, -6.10350], [-0.72087, -1.36495, -3.91991]],
  "forces_ev_per_angstrom": [[-0.730, 0.625, 0.947], [0.953, -1.030, -1.220], [-0.246, 1.706, 1.410], [0.459, -0.339, 0.433], [-1.120, -0.407, -0.453], [1.159, 1.704, -0.750], [-0.909, 0.841, 0.755], [-3.385, -2.242, 1.324], [3.522, 0.559, -0.909], [0.218, -1.328, -1.812], [-0.413, 2.928, 1.546], [-1.206, -1.568, -0.707], [0.385, 0.167, 0.733], [1.922, -0.192, 0.493], [-1.920, 0.894, -0.176], [0.424, -0.488, -0.988], [-0.110, 1.295, -0.668], [0.217, 0.320, 0.537], [0.921, 0.228, 0.834], [0.120, 0.482, -0.658], [-0.049, -1.216, 0.013], [-0.083, -1.267, -0.994], [0.534, -0.285, 0.242], [-0.157, -0.362, -0.365], [0.265, -0.066, 0.416], [-0.151, -0.205, 0.091], [1.319, 0.284, -1.663], [-1.096, 1.002, 1.488], [0.222, 0.541, 1.036], [1.277, -0.825, -1.024], [-0.452, -0.109, 0.077], [1.361, -0.111, -2.516], [1.692, 1.591, 1.718], [-1.648, -0.523, 0.223], [-1.200, -0.858, -0.208], [-0.043, 0.126, 1.390], [-0.492, -0.250, -0.860], [-0.299, -0.320, 0.721], [-0.351, -0.162, -0.064], [-0.132, -0.502, -0.059], [0.340, -0.186, -0.961], [-0.044, 0.151, 0.215], [-0.764, -0.611, 0.770], [0.491, -0.174, -0.293], [-0.192, -0.003, -0.411], [-0.105, 0.256, 0.422], [-1.064, 0.416, -0.433], [0.210, -0.547, 2.410], [0.744, 0.762, -0.985], [-0.911, -1.496, -0.515], [1.465, -0.073, 0.505], [0.027, 0.084, -1.637], [0.293, 2.568, 0.554], [-1.484, -2.456, -0.628], [2.593, 1.924, 0.381], [-0.131, -1.357, -0.764], [1.069, 0.649, 1.789], [-0.993, 1.134, -1.485], [0.885, -0.427, 0.090], [-1.209, -0.081, -0.899], [0.248, 0.206, -0.151], [0.049, -0.079, -0.576], [-0.553, 0.580, 0.034], [0.081, -0.201, 0.285], [-0.755, -0.428, 0.041], [0.300, -0.481, 0.571], [-0.761, 0.317, 0.057], [-0.076, -0.149, -0.068], [-0.182, -0.333, 0.842], [0.107, 1.028, 0.182], [0.185, 0.101, 0.979], [0.197, -0.132, -2.135], [1.046, 0.626, 1.081], [-1.771, -1.008, -0.943], [-0.114, -0.562, -0.192], [0.206, 1.650, 0.477], [0.727, -0.127, 3.703], [-1.619, -2.601, -0.282], [0.487, 2.443, -0.883], [-0.750, -1.481, -1.579], [-0.390, -0.222, -0.809], [0.470, 1.932, -0.867], [0.196, -0.859, 0.291], [0.786, 0.476, 2.618], [-1.922, 0.669, -0.593], [-0.092, -0.588, 0.611], [-0.423, -0.392, 0.016], [0.433, -0.523, -0.025], [-0.246, -0.273, -1.227], [0.036, -0.058, -0.239], [-0.576, 0.036, 0.113], [0.759, 0.382, -0.547], [0.271, -0.267, 0.205], [0.461, -0.859, -0.701], [0.972, 0.509, 0.510], [-0.026, -0.443, 0.705], [0.317, -0.480, 1.040], [-0.417, 0.300, -0.277], [0.347, 0.124, -0.725]],
  "lowdin_charge": [1.21, 0.15, -0.21, 0.04, -0.03, -0.04, -0.09, -0.51, 1.02, -0.30, -0.29, -0.20, 0.03, 0.04, 0.05, -0.10, 0.03, 0.15, 0.15, 0.14, 0.14, 0.14, 0.14, 0.13, 0.13, 0.11, -0.02, -0.12, 0.04, -0.32, 0.04, 0.19, -0.43, 0.24, 0.09, 0.13, 0.13, 0.12, 0.12, 0.12, 0.09, 0.05, 0.16, 0.13, 0.13, 0.09, 0.02, -0.12, -0.06, -0.07, -0.17, 0.05, 0.02, 0.00, -0.27, 0.02, -0.11, 0.10, -0.23, 0.13, 0.13, 0.09, 0.08, 0.14, 0.12, 0.13, 0.12, 0.13, 0.11, -0.03, -0.14, -0.23, -0.02, -0.01, -0.05, 0.01, -0.19, 0.15, 0.09, -0.10, 0.04, -0.03, -0.02, 0.02, -0.21, -0.22, 0.04, 0.12, 0.10, 0.12, 0.13, 0.11, 0.13, 0.20, 0.10, 0.14, 0.15, 0.14, 0.11],
  "homo_lumo_gap_ha": 0.1766,
  "relative_energy_kcal_mol": 63.9,
  "total_charge": 4
}

Entry 2:
{
  "formula": "C2H7N2O",
  "method": "ωB97M-V/def2-TZVPD",
  "elements": ["N", "C", "N", "C", "O", "H", "H", "H", "H", "H", "H", "H"],
  "positions_angstrom": [[-1.54746, -0.65937, -0.22087], [-0.60194, 0.43315, 0.14483], [0.76809, -0.07888, -0.53592], [1.97392, 0.43244, -0.00140], [1.50690, -0.81034, 0.39990], [-2.41936, -0.49549, 0.26379], [-1.69972, -0.84674, -1.22812], [-1.36379, -1.69141, 0.30202], [-0.83127, 1.49752, -0.15244], [-0.50473, 0.46009, 1.20979], [2.93498, 0.46094, -0.64718], [1.78440, 1.29809, 0.46561]],
  "forces_ev_per_angstrom": [[-0.198, -3.098, 1.954], [3.495, -0.043, -1.241], [-3.519, 0.381, -1.424], [2.153, -1.507, -3.423], [0.447, -0.474, 1.799], [-0.912, 0.589, -0.414], [0.270, 0.333, 0.508], [0.502, 3.300, -1.941], [-0.332, -1.582, -0.516], [0.083, -0.339, 0.744], [-1.896, -0.313, 0.911], [-0.090, 2.754, 3.044]],
  "lowdin_charge": [0.17, -0.08, -0.07, -0.15, -0.01, 0.15, 0.18, 0.28, 0.16, 0.12, 0.17, 0.08],
  "homo_lumo_gap_ha": 0.3718,
  "relative_energy_kcal_mol": 116.8,
  "smiles": "[NH3+]CN1CO1",
  "total_charge": 1
}

Entry 3:
{
  "formula": "C22H25AsMnNO2S7",
  "method": "ωB97M-V/def2-TZVPD",
  "elements": ["Mn", "O", "S", "C", "C", "C", "C", "S", "O", "C", "C", "C", "C", "C", "C", "C", "C", "C", "C", "C", "C", "H", "H", "H", "H", "H", "H", "H", "H", "H", "H", "H", "H", "H", "H", "H", "H", "H", "H", "S", "As", "S", "S", "S", "C", "C", "C", "C", "N", "C", "C", "H", "H", "H", "H", "H", "H", "H", "S"],
  "positions_angstrom": [[-0.55241, 0.42820, -0.34791], [0.30226, -1.28090, 0.97723], [1.12573, -2.41067, 1.49202], [2.64179, -1.67283, 2.22671], [2.43460, -0.22232, 2.67141], [3.43193, 0.75060, 2.02043], [2.90035, 2.17866, 1.94581], [1.61800, 2.34787, 0.60196], [1.50373, 0.88826, 0.18218], [2.71540, 3.10031, -0.59703], [2.99952, 4.45593, -0.51073], [3.80605, 5.04485, -1.47469], [4.31858, 4.27899, -2.51590], [4.02813, 2.92170, -2.58881], [3.21978, 2.32697, -1.62767], [0.39175, -2.89169, 3.04580], [0.61017, -4.18687, 3.49714], [0.02456, -4.59454, 4.68975], [-0.78008, -3.70820, 5.39849], [-0.99608, -2.42023, 4.92263], [-0.41325, -2.00372, 3.73435], [3.41170, -1.76250, 1.45783], [2.89140, -2.34615, 3.04661], [2.50969, -0.14324, 3.75806], [1.41655, 0.07177, 2.40401], [3.65061, 0.41464, 1.00717], [4.37860, 0.74266, 2.56981], [3.68880, 2.90164, 1.73680], [2.38525, 2.46631, 2.86461], [2.58261, 5.04983, 0.29867], [4.02732, 6.10407, -1.41909], [4.93743, 4.74280, -3.27422], [4.42315, 2.32629, -3.40310], [2.96374, 1.27410, -1.66449], [1.22267, -4.86875, 2.91510], [0.17383, -5.60546, 5.05227], [-1.25958, -4.03503, 6.31552], [-1.65379, -1.74434, 5.45345], [-0.60765, -1.01659, 3.32855], [-2.70205, -2.44029, 1.41325], [-2.99982, -0.34812, 1.12199], [-1.33780, 1.05389, 1.70322], [-2.68269, 0.04749, -1.03573], [-4.81500, 0.33210, 1.94350], [1.03890, -3.59960, -4.94708], [0.71043, -2.61335, -3.86162], [1.05339, -1.27455, -3.96335], [0.70866, -0.40034, -2.94908], [0.05414, -0.78455, -1.85717], [-0.30113, -2.07399, -1.75058], [0.01742, -3.00399, -2.72092], [1.66750, -3.15244, -5.71770], [0.12274, -3.96058, -5.41899], [1.55744, -4.46798, -4.53559], [1.57851, -0.89774, -4.83401], [0.94232, 0.65364, -3.00579], [-0.88132, -2.35146, -0.87417], [-0.30417, -4.03101, -2.58774], [-0.45512, 2.35335, -1.27185]],
  "forces_ev_per_angstrom": [[0.295, 2.890, -0.920], [0.355, -0.279, -0.160], [-0.192, 0.109, 0.065], [-0.009, 0.057, -0.066], [0.032, 0.058, 0.030], [-0.069, -0.045, 0.040], [-0.113, -0.069, 0.016], [0.645, -0.462, 0.320], [-0.209, 0.390, -0.108], [-0.041, 0.001, -0.155], [-0.020, 0.020, 0.047], [0.013, -0.038, 0.013], [-0.038, -0.048, 0.034], [-0.010, 0.050, 0.049], [0.070, -0.005, -0.024], [-0.022, -0.242, 0.033], [-0.001, 0.095, 0.070], [-0.010, 0.057, -0.028], [0.027, -0.005, -0.026], [0.034, -0.070, 0.037], [-0.069, 0.077, 0.085], [-0.017, 0.068, -0.017], [0.105, -0.005, -0.034], [-0.006, -0.059, 0.012], [0.025, 0.021, -0.011], [0.050, -0.016, -0.025], [-0.011, 0.058, 0.022], [-0.037, 0.011, 0.065], [0.047, -0.029, 0.022], [0.014, -0.040, -0.095], [-0.015, -0.036, -0.002], [-0.008, -0.011, 0.019], [-0.005, 0.007, 0.017], [-0.024, 0.056, -0.007], [-0.061, -0.001, 0.023], [0.001, 0.053, -0.028], [0.032, 0.039, -0.068], [0.006, -0.010, 0.000], [-0.027, -0.048, -0.052], [0.188, 0.132, -0.028], [-1.156, -0.333, 0.338], [0.087, -0.424, -0.338], [0.402, -0.058, 0.423], [0.160, 0.128, -0.070], [0.000, -0.017, 0.031], [-0.024, -0.090, -0.018], [0.052, 0.034, -0.085], [0.100, 0.150, 0.034], [0.107, -0.540, 0.153], [-0.094, -0.137, -0.087], [-0.019, -0.043, -0.010], [-0.024, -0.010, 0.034], [0.022, 0.005, -0.003], [-0.012, 0.027, -0.023], [-0.029, -0.018, 0.051], [0.022, 0.040, 0.014], [0.015, 0.049, -0.006], [0.028, 0.057, 0.002], [-0.562, -1.552, 0.393]],
  "lowdin_charge": [-0.27, -0.67, 0.99, -0.29, -0.23, -0.24, -0.28, 0.86, -0.66, -0.42, -0.09, -0.09, -0.09, -0.07, -0.08, -0.42, -0.10, -0.09, -0.09, -0.06, -0.12, 0.08, 0.08, 0.12, 0.06, 0.10, 0.11, 0.08, 0.09, 0.12, 0.10, 0.10, 0.10, 0.10, 0.10, 0.10, 0.10, 0.11, 0.05, -0.08, -0.42, 0.16, 0.14, -0.20, -0.05, -0.27, -0.02, -0.12, -0.07, -0.13, 0.00, 0.07, 0.09, 0.08, 0.11, 0.08, 0.05, 0.12, 0.27],
  "homo_lumo_gap_ha": [0.2015, 0.1866],
  "spin_multiplicity": 2,
  "s_squared": 0.889,
  "total_charge": -1
}